No. 1
Molecular formula: C31H44BrCrN3OP2
Method: DFT, wB97M-V/def2-TZVPD

- ΔE to the lowest compared entry with this formula, charge and spin: 3.1555 eV
- Charge: +2
- Spin multiplicity: 5
- HOMO energy (alpha / beta): -12.94 / -11.76 eV
- HOMO-LUMO gap (alpha / beta): 7.51 / 3.79 eV
- Lowest unoccupied orbital energy (alpha / beta): -5.426 / -7.976 eV

Geometry as XYZ:
```
83
C31H44BrCrN3OP2 wB97M-V/def2-TZVPD
C -4.01 -6.50 -5.51
C -2.97 -5.65 -5.87
C -2.28 -5.87 -7.06
C -2.74 -6.87 -7.92
N -3.79 -7.64 -7.59
C -4.42 -7.48 -6.41
C -2.57 -4.58 -4.94
C -1.61 -3.95 -4.44
C -0.95 -3.26 -3.41
C -1.67 -2.37 -2.60
C -0.94 -1.83 -1.50
C 0.44 -2.29 -1.17
C 1.12 -3.14 -2.11
C 0.41 -3.59 -3.20
Cr -0.40 -0.02 -0.94
P -0.79 2.13 -1.67
H -1.40 -5.25 -7.22
H -4.41 -6.35 -4.52
H -2.22 -7.01 -8.88
H -5.27 -8.11 -6.14
H 0.90 -4.33 -3.84
H -2.75 -2.21 -2.83
H 2.18 -3.50 -2.07
H -1.61 -1.06 -0.88
C 0.11 3.48 -0.83
C 0.39 4.74 -1.65
H 1.05 3.02 -0.48
H -0.48 3.72 0.08
H 0.94 5.46 -1.03
H 1.01 4.52 -2.52
H -0.53 5.23 -1.99
C -0.30 1.86 -3.41
C -1.47 1.56 -4.35
H 0.36 0.98 -3.33
H 0.32 2.69 -3.80
H -1.09 1.31 -5.35
H -2.06 0.69 -4.00
H -2.14 2.42 -4.47
C -2.57 2.55 -1.59
C -2.96 3.95 -2.07
H -2.86 2.41 -0.53
H -3.10 1.77 -2.17
H -4.05 4.04 -2.05
H -2.56 4.73 -1.42
H -2.64 4.14 -3.10
Br 1.52 -2.14 0.38
P 3.64 -0.11 -3.08
C 2.75 1.43 -3.42
C 3.64 2.52 -4.10
H 2.29 1.81 -2.49
H 1.90 1.16 -4.09
H 3.01 3.25 -4.65
H 4.23 3.09 -3.37
H 4.32 2.04 -4.83
C 4.34 -0.32 -1.39
C 5.83 -0.85 -1.44
H 3.68 -0.92 -0.72
H 4.35 0.68 -0.89
H 6.30 -0.89 -0.44
H 5.89 -1.87 -1.86
H 6.44 -0.20 -2.10
C 3.02 -1.59 -3.98
C 3.60 -1.99 -5.38
H 1.92 -1.48 -4.07
H 3.18 -2.44 -3.30
H 3.28 -3.02 -5.63
H 3.25 -1.33 -6.19
H 4.70 -1.98 -5.35
N -2.90 -0.88 5.91
C -3.51 -0.74 4.70
O -4.73 -0.82 4.59
C -2.65 -0.50 3.51
C -1.25 -0.71 3.44
C -0.65 -0.56 2.19
N -1.31 -0.11 1.08
C -2.65 0.08 1.17
C -3.34 -0.13 2.35
H -3.49 -1.11 6.68
H -1.91 -0.76 6.07
H -0.62 -1.00 4.30
H 0.42 -0.80 2.02
H -3.15 0.41 0.26
H -4.42 0.00 2.36
```



No. 2
Molecular formula: C31H44BrN3P2Pt
Method: DFT, wB97M-V/def2-TZVPD

- ΔE to the lowest compared entry with this formula, charge and spin: 7.1758 eV
- Charge: +4
- Spin multiplicity: 5
- HOMO energy (alpha / beta): -19.22 / -19.29 eV
- HOMO-LUMO gap (alpha / beta): 5.22 / 4.37 eV
- Lowest unoccupied orbital energy (alpha / beta): -13.994 / -14.920 eV

Geometry as XYZ:
```
82
C31H44BrN3P2Pt wB97M-V/def2-TZVPD
N 8.18 3.67 -1.97
C 8.12 2.83 -0.94
C 6.92 2.26 -0.49
C 5.70 2.54 -1.16
C 5.79 3.49 -2.22
C 7.04 4.01 -2.58
C 4.44 1.84 -0.86
Pt 0.99 0.84 -0.70
P -2.56 -1.89 -3.10
C 3.33 1.89 -1.64
C 2.61 0.66 -2.01
C 1.78 0.60 -3.20
C 0.82 -0.40 -3.19
C 0.55 -1.07 -1.98
C 1.73 -1.47 -1.29
C 2.83 -0.60 -1.29
Br -2.26 -0.28 -0.73
H 4.49 1.18 0.02
H 3.16 2.73 -2.33
H 6.95 1.56 0.34
H 4.92 3.81 -2.79
H 9.06 2.57 -0.46
H 7.14 4.72 -3.40
H 1.95 1.37 -3.98
H 3.76 -0.72 -0.72
H 0.27 -0.64 -4.10
H 1.77 -2.41 -0.73
P -0.56 2.56 -0.62
C -1.37 -2.64 -2.00
C -0.70 -3.91 -2.46
H -1.81 -2.72 -1.00
H -0.48 -1.72 -1.84
H 0.05 -4.21 -1.71
H -1.39 -4.76 -2.54
H -0.17 -3.78 -3.42
C -2.42 -0.19 -3.77
C -3.35 0.18 -4.91
H -1.39 0.01 -4.07
H -2.61 0.43 -2.87
H -3.03 1.15 -5.32
H -3.27 -0.55 -5.72
H -4.39 0.29 -4.58
C -4.29 -1.91 -2.49
C -4.82 -3.14 -1.75
H -4.90 -1.75 -3.39
H -4.37 -1.01 -1.85
H -5.68 -2.82 -1.14
H -5.17 -3.91 -2.45
H -4.05 -3.60 -1.11
C -1.82 3.15 0.65
C -2.16 4.65 0.60
H -1.44 2.88 1.65
H -2.71 2.54 0.46
H -1.32 5.29 0.93
H -2.48 4.99 -0.40
H -3.00 4.85 1.29
C -1.40 3.12 -2.18
C -0.54 3.90 -3.17
H -2.29 3.71 -1.90
H -1.78 2.20 -2.66
H -0.40 4.94 -2.85
H 0.44 3.43 -3.31
H -1.05 3.92 -4.15
C 0.87 3.68 -0.23
C 1.54 3.11 1.04
H 0.53 4.71 -0.13
H 1.56 3.59 -1.08
H 2.53 3.55 1.16
H 0.93 3.28 1.94
H 1.70 2.00 0.95
N 0.77 -3.91 5.43
C 0.52 -3.17 4.56
C 0.28 -2.34 3.40
C 0.12 -0.95 3.50
C 0.11 -0.19 2.32
N 0.34 -0.74 1.13
C 0.14 -2.06 1.03
C 0.23 -2.91 2.13
H 0.03 -0.47 4.47
H -0.09 0.89 2.35
H -0.10 -2.50 0.06
H 0.24 -3.98 1.97
```



Q: Look up the spin multiplicity of the second one.
A: 5